{"formula": "C12H33AlN3O3", "method": "ωB97M-V with the def2-TZVPD basis set", "energy_ha": -1108.0764, "multiplicity": 1, "charge": 3, "orbital_gap_ev": 2.035, "e_above_lowest_kcal_mol": 112.81, "e_lumo_ev": -15.4, "species": ["Al", "C", "C", "C", "O", "C", "N", "H", "H", "H", "H", "H", "H", "H", "H", "H", "H", "H", "C", "C", "C", "O", "C", "N", "H", "H", "H", "H", "H", "H", "H", "H", "H", "H", "H", "C", "C", "C", "O", "C", "N", "H", "H", "H", "H", "H", "H", "H", "H", "H", "H", "H"], "positions_angstrom": [[-1.537, 1.587, 1.297], [3.942, 3.221, 4.401], [2.917, 3.018, 3.313], [3.565, 2.906, 1.919], [2.407, 2.903, 1.004], [2.831, 3.274, -0.304], [2.073, 1.882, 3.598], [3.299, 3.417, 5.260], [4.612, 4.071, 4.275], [4.605, 2.370, 4.562], [2.327, 3.931, 3.241], [4.185, 2.018, 1.799], [4.221, 3.743, 1.682], [3.344, 2.399, -0.701], [3.595, 4.051, -0.299], [1.998, 3.514, -0.965], [2.655, 1.094, 3.352], [2.011, 1.725, 4.594], [3.007, -2.951, -0.407], [2.132, -1.695, -0.466], [1.407, -1.548, -1.830], [0.462, -0.454, -1.744], [0.049, -0.109, -3.033], [1.231, -1.776, 0.667], [3.279, -3.030, 0.645], [3.935, -2.757, -0.944], [2.548, -3.892, -0.708], [2.820, -0.855, -0.368], [0.863, -2.462, -2.071], [2.187, -1.362, -2.569], [-0.922, 0.383, -2.975], [0.008, -0.910, -3.771], [0.801, 0.615, -3.346], [1.803, -1.878, 1.493], [0.755, -2.664, 0.593], [-4.396, -3.610, -1.292], [-3.925, -2.130, -1.187], [-5.030, -1.091, -1.582], [-4.501, 0.190, -1.499], [-5.490, 1.194, -1.864], [-3.532, -1.842, 0.201], [-3.579, -4.331, -1.245], [-4.810, -3.811, -2.280], [-5.153, -3.862, -0.550], [-3.024, -2.033, -1.792], [-5.839, -1.136, -0.852], [-5.431, -1.300, -2.574], [-6.537, 0.963, -1.668], [-5.355, 1.230, -2.945], [-5.411, 2.204, -1.462], [-4.354, -1.783, 0.784], [-3.050, -2.629, 0.611]], "forces_ev_per_a": [[0.07, -0.03, 0.02], [0.41, 0.26, 1.11], [0.30, 0.96, -2.00], [-1.71, -0.11, 0.22], [1.46, 0.56, 0.22], [0.10, -0.69, -0.11], [1.25, -0.55, -0.17], [0.62, -0.07, 0.52], [-0.34, 0.21, -0.33], [-0.31, -0.27, 0.05], [-0.32, 0.06, 0.30], [-0.18, -0.48, -0.12], [-0.19, 0.22, 0.18], [0.16, -0.27, -0.42], [-0.23, 0.33, 0.10], [-0.06, 0.12, 0.40], [-0.18, -0.75, -0.58], [-0.83, 0.46, 0.58], [0.74, -0.11, 0.40], [-0.45, 0.53, -1.14], [0.00, 0.28, 1.76], [0.77, -1.64, 0.41], [-0.08, 1.04, -0.53], [0.30, -0.27, -0.59], [0.34, -0.39, -0.06], [-0.02, -0.21, -0.23], [-0.18, 0.21, -0.17], [-0.28, 0.24, 0.31], [-0.06, -0.14, -0.12], [-0.23, 0.07, -0.36], [0.02, 0.08, 0.03], [0.06, -0.29, 0.28], [-0.12, 0.34, -0.68], [-0.09, 0.45, 0.62], [-0.75, -0.19, 0.05], [-0.14, -0.13, -0.41], [-0.52, 0.52, 0.10], [0.99, -1.35, 0.75], [-0.26, 1.53, 0.63], [-0.12, -0.16, -1.07], [-0.57, -0.59, -0.32], [0.19, 0.24, 0.42], [-0.21, 0.31, -0.13], [0.05, 0.11, 0.03], [-0.09, 0.24, -0.29], [-0.43, -0.42, 0.04], [-0.10, -0.06, -0.18], [0.13, -0.89, 0.18], [-0.33, 0.46, -0.26], [1.15, -0.27, 0.34], [-0.46, 0.64, 0.26], [0.75, -0.16, -0.05]]}



{"formula": "C12H33AuF6N5O4P2Sb", "method": "ωB97M-V with the def2-TZVPD basis set", "energy_ha": -2708.7741, "multiplicity": 4, "charge": 3, "orbital_gap_ev": [10.228, 6.508], "e_lumo_ev": [-8.3, -12.0], "species": ["Au", "C", "N", "C", "P", "O", "O", "P", "O", "N", "C", "C", "N", "C", "C", "N", "C", "C", "H", "H", "H", "H", "H", "H", "H", "H", "H", "H", "H", "H", "H", "H", "H", "H", "H", "H", "H", "H", "H", "H", "H", "H", "C", "N", "C", "C", "C", "O", "H", "H", "H", "H", "H", "H", "H", "H", "H", "F", "Sb", "F", "F", "F", "F", "F"], "positions_angstrom": [[-1.209, 0.803, 1.150], [3.034, -0.529, -2.562], [2.220, 0.397, -1.807], [1.160, 1.041, -2.543], [2.537, 0.708, -0.048], [1.536, 0.388, 0.959], [2.356, 2.384, -0.264], [1.198, 3.085, 0.543], [-0.175, 2.575, 0.332], [1.238, 4.664, -0.191], [2.480, 5.411, -0.267], [0.022, 5.393, -0.496], [1.664, 3.369, 2.058], [0.691, 3.854, 3.056], [3.058, 3.357, 2.526], [4.094, 0.469, 0.197], [4.542, -0.615, 1.108], [5.155, 1.089, -0.614], [3.279, -0.072, -3.524], [2.411, -1.415, -2.757], [3.913, -0.832, -2.007], [1.625, 1.704, -3.282], [0.487, 1.579, -1.887], [0.613, 0.264, -3.084], [3.339, 4.756, -0.152], [2.474, 6.176, 0.517], [2.517, 5.920, -1.233], [-0.851, 4.785, -0.291], [0.063, 5.658, -1.560], [0.011, 6.328, 0.072], [-0.326, 3.706, 2.701], [0.866, 4.912, 3.259], [0.835, 3.287, 3.975], [3.736, 3.071, 1.725], [3.143, 2.633, 3.338], [3.326, 4.345, 2.902], [3.708, -0.946, 1.721], [5.326, -0.210, 1.745], [4.922, -1.449, 0.521], [4.739, 1.812, -1.315], [5.701, 0.324, -1.167], [5.845, 1.605, 0.053], [-2.295, -3.388, 2.769], [-3.148, -2.962, 1.696], [-3.950, -3.943, 1.008], [-3.122, -1.581, 1.247], [-4.000, -1.205, 0.119], [-2.384, -0.850, 1.882], [-2.932, -3.862, 3.525], [-1.723, -2.562, 3.167], [-1.636, -4.170, 2.365], [-3.933, -4.876, 1.562], [-3.505, -4.085, 0.013], [-4.968, -3.573, 0.881], [-5.046, -1.372, 0.385], [-3.762, -1.805, -0.760], [-3.855, -0.150, -0.100], [-1.501, -2.977, -0.516], [0.339, -2.473, -0.475], [0.069, -2.046, 1.347], [-0.242, -0.700, -0.941], [2.131, -1.762, -0.379], [0.640, -2.728, -2.312], [0.897, -4.192, -0.055]], "forces_ev_per_a": [[0.08, 0.19, -0.08], [-0.13, 0.06, 0.11], [0.18, -0.10, 0.28], [0.00, -0.08, 0.03], [0.27, 0.73, -0.44], [-0.06, -0.22, 0.05], [0.25, -0.25, 0.03], [-0.05, 0.18, 0.16], [-0.21, -0.02, 0.13], [0.00, -0.03, -0.03], [-0.04, -0.10, -0.05], [0.08, -0.06, 0.09], [0.04, 0.02, -0.11], [-0.02, -0.06, -0.03], [-0.02, -0.04, -0.05], [-0.25, -0.13, -0.09], [-0.10, 0.11, 0.01], [-0.08, 0.05, 0.02], [0.03, 0.00, -0.01], [0.04, 0.01, -0.07], [0.00, -0.03, -0.01], [-0.04, 0.04, 0.01], [-0.02, 0.02, -0.01], [0.00, 0.05, -0.03], [0.00, 0.02, 0.00], [0.05, 0.03, -0.03], [0.03, 0.03, 0.02], [-0.03, 0.02, -0.02], [-0.05, 0.02, 0.01], [-0.03, 0.01, -0.03], [-0.01, 0.02, 0.01], [-0.02, -0.02, 0.03], [-0.03, 0.00, 0.00], [0.01, 0.01, 0.02], [0.01, 0.02, 0.01], [0.03, -0.01, -0.01], [0.02, -0.04, 0.00], [0.02, -0.05, 0.00], [0.02, -0.01, 0.06], [0.02, 0.00, -0.01], [0.02, 0.02, 0.00], [0.03, -0.01, -0.03], [-0.07, 0.00, -0.06], [-0.03, 0.26, -0.03], [0.06, 0.08, 0.04], [0.01, -0.30, 0.19], [0.08, 0.06, -0.03], [0.04, -0.03, -0.21], [0.05, -0.02, 0.03], [0.01, -0.04, 0.01], [0.02, 0.00, 0.05], [-0.02, -0.02, -0.02], [-0.04, -0.05, -0.01], [-0.02, -0.04, -0.01], [-0.01, 0.00, -0.01], [-0.02, 0.00, -0.03], [-0.01, -0.01, -0.02], [0.03, 0.05, -0.02], [0.13, -0.34, -0.12], [-0.02, 0.04, -0.03], [-0.09, -0.02, 0.09], [0.00, -0.21, 0.07], [-0.11, 0.09, 0.10], [-0.05, 0.11, 0.06]]}



{"formula": "C12H33CdN3O3", "method": "ωB97M-V with the def2-TZVPD basis set", "energy_ha": -1034.0878, "multiplicity": 1, "charge": 2, "orbital_gap_ev": 10.799, "e_above_lowest_kcal_mol": 49.51, "e_lumo_ev": -5.3, "species": ["Cd", "C", "C", "C", "O", "C", "N", "H", "H", "H", "H", "H", "H", "H", "H", "H", "H", "H", "C", "C", "C", "O", "C", "N", "H", "H", "H", "H", "H", "H", "H", "H", "H", "H", "H", "C", "C", "C", "O", "C", "N", "H", "H", "H", "H", "H", "H", "H", "H", "H", "H", "H"], "positions_angstrom": [[0.117, 0.266, 0.139], [-0.560, -0.759, 4.241], [-0.213, -0.942, 2.734], [-1.305, -1.742, 1.905], [-0.819, -1.617, 0.532], [-1.306, -2.545, -0.436], [0.034, 0.357, 2.163], [-1.589, -0.432, 4.387], [0.159, -0.027, 4.611], [-0.336, -1.665, 4.803], [0.714, -1.506, 2.633], [-2.301, -1.332, 2.070], [-1.320, -2.780, 2.237], [-1.061, -3.579, -0.192], [-0.800, -2.557, -1.402], [-2.390, -2.510, -0.541], [-0.599, 1.074, 2.490], [0.885, 0.584, 2.659], [-3.753, 1.874, -0.570], [-2.419, 1.026, -0.414], [-2.088, 0.397, -1.800], [-0.726, -0.116, -1.705], [-0.216, -0.187, -3.075], [-1.314, 1.848, 0.037], [-4.729, 1.419, -0.742], [-3.781, 2.626, -1.358], [-4.038, 2.383, 0.350], [-2.529, 0.245, 0.338], [-2.163, 1.108, -2.622], [-2.812, -0.385, -2.028], [0.829, -0.489, -3.008], [-0.444, 0.625, -3.766], [-0.797, -1.032, -3.442], [-1.083, 2.619, -0.573], [-1.790, 2.458, 0.687], [3.712, 2.116, -1.356], [2.483, 1.198, -1.241], [2.918, -0.207, -0.834], [1.818, -0.952, -0.273], [2.256, -2.289, 0.015], [1.670, 1.693, -0.148], [3.412, 2.969, -1.965], [4.548, 1.650, -1.877], [4.033, 2.379, -0.348], [1.855, 1.209, -2.131], [3.624, -0.208, -0.003], [3.194, -0.704, -1.764], [2.873, -2.743, -0.760], [1.528, -3.091, 0.138], [2.875, -2.253, 0.912], [2.409, 1.883, 0.513], [1.335, 2.643, -0.217]], "forces_ev_per_a": [[1.12, 0.14, -0.25], [0.73, -0.77, -0.84], [-2.13, -1.71, 1.18], [1.74, 0.62, 0.38], [-1.27, -1.81, 0.55], [-0.29, -1.75, 0.09], [0.69, 0.52, 2.96], [0.10, 0.03, 0.10], [-0.26, 0.21, 0.25], [-0.41, -0.06, 0.01], [0.02, -0.05, 0.00], [-0.14, 0.20, -0.42], [0.11, -0.06, -0.19], [-0.16, -0.13, 0.99], [0.01, 1.30, 0.08], [0.02, 0.30, -0.13], [-0.57, -0.07, 0.25], [0.50, 0.69, -0.30], [-0.40, -0.07, 0.54], [-2.67, 0.52, -2.62], [-0.03, 0.01, 1.54], [-1.66, 1.34, -3.78], [-0.44, -2.19, 0.49], [-1.69, 2.83, 0.35], [0.41, -1.28, -0.24], [0.90, 0.09, -0.07], [0.68, 0.27, 0.33], [-0.34, -0.07, -0.11], [0.18, 0.34, 0.24], [0.19, -0.33, 0.07], [-0.12, 0.29, -0.22], [0.28, 0.57, 0.68], [0.37, -0.20, -0.66], [0.11, -0.21, -1.34], [0.19, -0.09, 1.36], [-0.36, -0.62, -1.07], [0.78, 0.44, -0.03], [-0.88, -0.13, -0.28], [0.92, -1.78, -1.16], [0.95, -0.84, 0.37], [1.46, 1.70, 0.95], [0.26, 0.32, 0.39], [0.01, -0.08, 0.03], [0.16, 0.26, -0.15], [0.34, -0.22, -0.21], [0.83, 0.27, -0.60], [0.81, -0.21, 0.34], [0.24, 0.66, -0.41], [-0.92, 0.92, 0.23], [0.01, -0.07, 0.13], [-0.12, -0.35, 1.18], [-0.26, 0.31, -0.99]]}



{"formula": "C12H33ClCoI2O3P3", "method": "ωB97M-V with the def2-TZVPD basis set", "energy_ha": -4164.5490, "multiplicity": 5, "charge": 2, "orbital_gap_ev": [3.442, 5.541], "e_above_lowest_kcal_mol": 16.50, "e_lumo_ev": [-10.7, -9.4], "species": ["I", "I", "Co", "P", "C", "C", "H", "H", "H", "H", "H", "H", "C", "H", "H", "H", "P", "C", "C", "H", "H", "H", "C", "H", "H", "H", "H", "H", "H", "Cl", "C", "C", "O", "P", "O", "C", "C", "O", "C", "C", "H", "H", "H", "H", "H", "H", "H", "H", "H", "H", "H", "H", "H", "H", "H"], "positions_angstrom": [[2.761, 2.875, -1.325], [0.833, 4.467, -3.060], [-0.722, 0.585, -0.559], [-0.653, 0.003, -2.523], [0.529, 0.973, -3.463], [-0.095, -1.709, -2.819], [-0.043, -1.869, -3.904], [-2.168, -0.535, -4.329], [-0.796, -2.418, -2.362], [-3.034, -0.229, -2.784], [1.414, 1.122, -2.832], [0.897, -1.848, -2.374], [-2.218, 0.101, -3.438], [0.802, 0.459, -4.393], [-2.373, 1.142, -3.738], [0.084, 1.960, -3.667], [-1.451, 2.249, 0.398], [-0.455, 3.726, 0.170], [-3.154, 2.743, -0.017], [-2.288, 1.340, 2.484], [-1.701, 3.032, 2.656], [-0.542, 1.661, 2.568], [-1.504, 2.052, 2.215], [-3.782, 1.849, -0.088], [-3.541, 3.418, 0.753], [-0.667, 4.451, 0.964], [-0.662, 4.141, -0.829], [-3.133, 3.257, -0.986], [0.601, 3.421, 0.187], [-2.524, -0.645, -0.037], [0.122, -4.402, 0.012], [-0.280, -3.075, 0.610], [0.815, -2.135, 0.356], [0.800, -0.526, 0.533], [2.284, -0.231, -0.034], [3.386, 0.292, 0.728], [4.278, -0.837, 1.172], [0.927, -0.289, 2.129], [0.561, -1.194, 3.233], [-0.917, -1.204, 3.515], [0.231, -4.343, -1.075], [-0.659, -5.140, 0.244], [1.060, -4.757, 0.451], [-1.209, -2.706, 0.157], [-0.439, -3.165, 1.694], [3.904, 0.977, 0.035], [3.030, 0.907, 1.563], [3.788, -1.400, 1.975], [4.491, -1.514, 0.338], [5.210, -0.421, 1.543], [0.969, -2.187, 3.027], [1.111, -0.781, 4.089], [-1.534, -1.281, 2.609], [-1.141, -2.060, 4.166], [-1.201, -0.302, 4.060]], "forces_ev_per_a": [[0.33, 0.28, -0.03], [0.13, 0.58, -0.41], [-1.40, -3.33, 2.98], [0.35, -0.13, -5.05], [0.09, 0.12, -0.07], [0.12, -0.23, 1.04], [-0.10, 0.24, 0.21], [0.08, 0.13, 0.17], [0.15, 0.09, -0.14], [0.10, 0.08, -0.33], [-0.12, -0.10, -0.41], [-0.15, -0.09, -0.13], [-0.26, 0.22, 0.44], [-0.10, 0.22, 0.14], [-0.13, -0.18, 0.02], [0.22, -0.48, -0.11], [-2.45, 4.39, 1.17], [0.38, -0.22, -0.37], [0.16, -0.35, -0.43], [0.07, 0.12, -0.05], [0.01, 0.03, -0.25], [-0.23, 0.19, 0.08], [0.52, -1.20, -0.13], [0.03, 0.29, 0.05], [0.14, -0.06, -0.11], [-0.03, -0.11, -0.20], [0.00, 0.00, 0.54], [-0.14, -0.08, 0.19], [-0.27, 0.39, 0.17], [0.61, 0.77, 0.16], [-0.03, -0.22, 0.19], [-0.20, -0.30, -0.11], [-0.61, 1.24, -0.07], [3.99, -2.92, 1.94], [-2.20, 0.10, 0.17], [0.82, 0.49, 0.04], [-0.25, -0.15, 0.12], [-0.60, 0.39, -1.27], [0.54, 0.03, 0.18], [-0.28, 0.01, 0.14], [0.01, 0.00, 0.17], [0.19, 0.16, -0.10], [-0.16, 0.07, -0.14], [0.37, -0.06, 0.15], [0.12, 0.10, -0.33], [-0.06, -0.50, 0.30], [-0.03, -0.26, -0.13], [0.20, 0.01, -0.14], [0.00, 0.17, 0.15], [0.13, -0.07, 0.11], [-0.05, 0.21, -0.18], [-0.11, -0.16, -0.32], [0.20, -0.09, 0.21], [-0.01, 0.19, -0.16], [-0.09, -0.07, -0.08]]}